# 1
This record from the OMol25 dataset describes C5H13AlNOPS as an isolated structure. The level of theory is the ωB97M-V functional and the def2-TZVPD basis.

The geometry in XYZ format:
```
23
C5H13AlNOPS the ωB97M-V functional and the def2-TZVPD basis
C 3.318 2.246 -4.777
C 3.057 2.242 -3.607
Al 2.475 2.169 -1.696
P 0.173 1.492 -1.679
S -0.709 1.959 -3.403
H 3.403 1.988 -5.777
H 3.279 0.983 -0.971
H 2.604 3.598 -1.003
H 0.020 0.104 -1.397
H -0.572 2.157 -0.666
C 0.256 -2.252 1.982
C -0.524 -1.122 1.406
O -0.119 -0.101 0.974
N -2.030 -1.265 1.312
C -2.733 -1.013 2.616
H 1.310 -2.056 1.809
H 0.075 -2.330 3.055
H -0.019 -3.194 1.503
H -2.274 -2.194 0.960
H -2.294 -0.547 0.628
H -2.378 -1.728 3.351
H -3.799 -1.141 2.457
H -2.517 0.005 2.925
```

Summary:
- Gap between HOMO and LUMO: 4.5 eV
- Charge: 0
- Multiplicity: 1
- E_LUMO: -1.751 eV
- Strongest force on any atom: 1.89 eV Å⁻¹
- HOMO level: -6.27 eV

Mulliken atomic charge list, values in e, 6 entries: C 0.405; C -0.956; Al 0.040; P 0.103; S -0.502; H 0.408

***

# 2
This record from the OMol25 dataset describes a 8-piece molecular cluster, C6H29NO8 overall. The level of theory is the ωB97M-V functional and the def2-TZVPD basis.

The geometry in XYZ format:
```
44
C6H29NO8 the ωB97M-V functional and the def2-TZVPD basis
C 3.456 0.229 -0.464
C 2.264 -0.357 0.370
N 1.146 0.599 0.721
C 1.642 1.813 1.302
C 0.145 0.860 -0.349
C 0.420 1.984 -1.250
C -0.590 2.067 -2.396
O -0.810 0.767 -2.793
H 3.157 1.189 -0.894
H 3.871 -0.509 -1.163
H 4.404 0.661 0.085
H 2.841 -0.586 1.350
H 1.774 -1.205 -0.129
H 2.226 1.712 2.229
H 0.851 2.507 1.793
H 2.265 2.560 0.677
H -0.753 1.207 0.292
H -0.026 -0.177 -0.782
H 1.419 1.895 -1.887
H 0.578 2.989 -0.872
H -1.497 2.592 -2.059
H -0.344 2.693 -3.226
H 0.024 0.308 -3.053
O -1.122 -2.596 2.169
H -0.412 -2.501 2.943
H -1.417 -3.379 2.355
O 0.570 -0.956 3.499
H 1.082 -0.665 2.737
H -0.128 -0.303 3.442
O -2.896 -0.593 -1.312
H -3.771 -0.357 -1.328
H -2.356 0.040 -1.742
O -0.367 -2.237 -1.261
H -1.147 -2.778 -1.150
H -0.635 -1.409 -0.914
O -1.244 1.364 2.561
H -0.741 1.257 1.766
H -1.987 0.901 2.574
O 1.462 -1.128 -3.185
H 2.358 -1.494 -2.976
H 0.875 -1.716 -2.574
O -3.003 -0.536 1.745
H -2.433 -1.423 1.986
H -2.844 -0.451 0.801
```

Summary:
- Gap between HOMO and LUMO: 9.5 eV
- Charge: 0
- Multiplicity: 1
- SMILES: CCN(C)CCCO.O.O.O.O.O.O.O
- E_LUMO: 0.457 eV
- Strongest force on any atom: 8.23 eV Å⁻¹
- HOMO level: -9.06 eV

Mulliken atomic charge list, values in e, 6 entries: C -1.027; C -0.461; N 0.484; C -1.121; C 1.791; C -1.032

***

# 3
This record from the OMol25 dataset describes C36H32F3N7O4PSnTe as an isolated structure. The level of theory is the ωB97M-V functional and the def2-TZVPD basis.

The geometry in XYZ format:
```
85
C36H32F3N7O4PSnTe the ωB97M-V functional and the def2-TZVPD basis
Sn -0.449 0.835 0.059
C 0.223 0.472 6.047
N -0.426 1.176 4.953
C -1.664 1.752 4.994
C -1.836 2.362 3.781
N -0.741 2.159 2.994
C 0.093 1.436 3.712
P 1.778 0.904 3.267
C 2.109 2.038 1.888
N 1.429 2.193 0.761
C 2.044 3.183 0.054
C 3.119 3.636 0.760
N 3.159 2.903 1.913
C 4.150 3.030 2.973
C 1.521 -0.621 2.289
N 1.168 -0.724 1.014
C 1.298 -2.040 0.671
C 1.740 -2.747 1.747
N 1.888 -1.844 2.766
C 2.322 -2.176 4.113
H -0.315 0.677 6.968
H 0.226 -0.605 5.875
H 1.248 0.819 6.159
H -2.306 1.670 5.856
H -2.676 2.951 3.445
H 1.670 3.483 -0.911
H 3.851 4.395 0.544
H 4.931 3.712 2.652
H 3.693 3.420 3.881
H 4.597 2.063 3.190
H 1.116 -2.378 -0.335
H 1.972 -3.791 1.867
H 3.175 -2.850 4.071
H 2.613 -1.270 4.635
H 1.521 -2.666 4.666
O -4.367 3.493 -1.065
C -3.635 2.454 -0.666
O -2.591 2.146 -1.193
C -4.256 1.740 0.509
C -5.548 2.039 0.933
C -6.065 1.330 2.004
C -5.269 0.387 2.631
C -3.980 0.183 2.149
N -3.498 0.827 1.095
C -3.047 -0.794 2.803
O -3.655 -1.525 3.750
O -1.888 -0.948 2.509
H -3.932 3.926 -1.812
H -6.124 2.799 0.426
H -7.077 1.504 2.342
H -5.627 -0.186 3.474
H -3.012 -2.152 4.107
C -2.113 -4.218 -0.471
Te -2.234 -2.070 -0.263
C -1.511 -2.059 -2.288
C -1.613 -3.468 -2.808
C -1.376 -3.742 -4.154
C -1.523 -5.030 -4.644
C -1.920 -6.052 -3.791
C -2.130 -5.788 -2.448
C -1.960 -4.500 -1.944
H -3.018 -4.670 -0.069
H -1.261 -4.608 0.087
H -0.488 -1.684 -2.318
H -2.121 -1.374 -2.875
H -1.082 -2.935 -4.815
H -1.343 -5.234 -5.692
H -2.068 -7.054 -4.172
H -2.430 -6.589 -1.781
F 4.905 3.396 -7.540
C 5.076 2.172 -7.017
F 5.019 1.290 -8.030
F 6.335 2.123 -6.532
C 4.072 1.860 -5.946
C 3.928 0.545 -5.522
C 3.054 0.247 -4.493
C 2.322 1.260 -3.869
C 2.474 2.576 -4.311
C 3.347 2.876 -5.344
C 1.453 0.969 -2.765
C 0.726 0.736 -1.821
H 4.499 -0.240 -6.000
H 2.939 -0.775 -4.157
H 1.907 3.365 -3.837
H 3.463 3.895 -5.684
```

Summary:
- Gap between HOMO and LUMO: 7.1 eV
- Charge: +1
- Multiplicity: 1
- E_LUMO: -2.446 eV
- Strongest force on any atom: 0.89 eV Å⁻¹
- HOMO level: -9.53 eV

Mulliken atomic charge list, values in e, 6 entries: Sn 1.139; C -0.837; N 0.296; C -0.269; C -0.938; N -0.065

***

# 4
This record from the OMol25 dataset describes C35H24F3IrN4O7SSb as an isolated structure. The level of theory is the ωB97M-V functional and the def2-TZVPD basis.

The geometry in XYZ format:
```
76
C35H24F3IrN4O7SSb the ωB97M-V functional and the def2-TZVPD basis
Ir 0.802 0.827 0.267
O 2.748 0.851 1.322
S 2.707 -0.379 2.152
O 3.857 -0.619 2.948
O 1.391 -0.453 2.859
O 2.475 -1.566 1.133
O -0.407 7.051 -3.068
N 0.156 6.263 -3.802
O 0.414 6.473 -4.966
C 0.511 4.943 -3.246
C 0.805 3.988 -4.147
C 1.074 2.652 -3.733
C 1.386 1.622 -4.634
C 1.602 0.357 -4.147
C 1.487 0.125 -2.773
N 1.183 1.081 -1.912
C 0.999 2.334 -2.373
C 0.728 3.373 -1.411
N 0.717 3.004 -0.113
C 0.588 3.933 0.817
C 0.425 5.280 0.502
C 0.365 5.670 -0.813
C 0.509 4.702 -1.825
H 0.819 4.233 -5.199
H 1.459 1.835 -5.693
H 1.861 -0.463 -4.803
H 1.647 -0.860 -2.353
H 0.622 3.591 1.844
H 0.345 6.007 1.298
H 0.225 6.708 -1.069
F 2.146 -6.016 6.433
C 1.848 -5.208 5.412
C 2.861 -4.458 4.841
C 2.551 -3.622 3.782
C 1.238 -3.546 3.322
C 0.237 -4.311 3.914
C 0.538 -5.153 4.971
Sb 0.718 -2.354 1.699
C -1.230 -1.627 2.002
C -1.495 -0.806 3.096
C -2.782 -0.352 3.321
C -3.784 -0.731 2.442
F -5.027 -0.279 2.652
C -3.550 -1.563 1.364
C -2.256 -2.009 1.148
C 0.693 -3.553 -0.017
C 1.340 -4.783 -0.015
C 1.399 -5.541 -1.174
C 0.808 -5.042 -2.319
F 0.861 -5.767 -3.441
C 0.166 -3.815 -2.354
C 0.117 -3.066 -1.190
H 3.867 -4.531 5.230
H 3.329 -3.015 3.337
H -0.791 -4.253 3.569
H -0.217 -5.756 5.455
H -0.701 -0.505 3.765
H -3.020 0.281 4.165
H -4.367 -1.852 0.718
H -2.069 -2.672 0.313
H 1.798 -5.165 0.890
H 1.892 -6.503 -1.201
H -0.282 -3.472 -3.277
H -0.357 -2.089 -1.203
O -1.227 0.453 -0.230
N -1.863 1.512 -0.736
C -2.339 2.449 0.102
C -2.995 3.553 -0.392
C -3.170 3.688 -1.764
C -2.695 2.693 -2.602
C -2.041 1.604 -2.063
H -2.145 2.243 1.145
H -3.365 4.297 0.299
H -3.680 4.551 -2.169
H -2.825 2.746 -3.674
H -1.634 0.780 -2.629
```

Summary:
- Gap between HOMO and LUMO (alpha / beta): 4.9 / 5.0 eV
- Charge: +1
- Multiplicity: 1
- E_LUMO (alpha / beta): -3.798 / -3.797 eV
- Strongest force on any atom: 1.84 eV Å⁻¹
- HOMO level (alpha / beta): -8.73 / -8.77 eV

Mulliken atomic charge list, values in e, 6 entries: Ir 1.508; O -0.659; S 1.049; O -0.624; O -0.633; O -0.588

***

# 5
This record from the OMol25 dataset describes a 2-piece molecular cluster, C5H10N2S overall. The level of theory is the ωB97M-V functional and the def2-TZVPD basis.

The geometry in XYZ format:
```
18
C5H10N2S the ωB97M-V functional and the def2-TZVPD basis
C -2.486 -0.404 -0.013
C -0.133 0.398 0.064
C -3.141 0.799 0.492
C 3.236 0.137 -0.153
C 2.411 -1.208 -0.132
N -2.638 -1.587 -0.303
N -0.162 1.613 -0.275
S 0.582 -1.096 0.125
H -4.093 0.912 -0.039
H -3.542 0.664 1.567
H -2.575 1.625 0.564
H 3.938 0.259 -1.104
H 2.474 0.920 -0.249
H 3.849 0.276 0.673
H 2.794 -1.802 0.744
H 2.443 -1.715 -1.125
H -3.473 -2.085 -0.170
H 0.517 2.294 -0.667
```

Summary:
- Gap between HOMO and LUMO (alpha / beta): 7.3 / 7.5 eV
- Charge: 0
- Multiplicity: 1
- E_LUMO (alpha / beta): 0.396 / 0.617 eV
- Strongest force on any atom: 5.22 eV Å⁻¹
- HOMO level (alpha / beta): -6.85 / -6.91 eV

Mulliken atomic charge list, values in e, 6 entries: C 0.492; C 0.265; C -0.972; C -0.617; C -0.444; N -0.460

***

# 6
This record from the OMol25 dataset describes C39H47F2HgN8O6S2 as an isolated structure. The level of theory is the ωB97M-V functional and the def2-TZVPD basis.

The geometry in XYZ format:
```
105
C39H47F2HgN8O6S2 the ωB97M-V functional and the def2-TZVPD basis
Hg 2.935 0.537 0.961
N 1.343 -0.755 0.305
S 0.003 0.208 0.358
O -0.842 0.331 -0.733
O 0.353 1.416 1.000
F -0.721 -0.538 1.472
S 1.722 -1.645 -1.044
O 2.988 -2.161 -0.643
O 1.520 -1.092 -2.329
F 0.607 -2.799 -1.029
N 3.941 -0.134 2.895
C 5.025 0.497 3.450
C 5.806 -0.144 4.463
C 5.337 -1.382 4.981
C 4.317 -2.042 4.352
C 3.634 -1.330 3.321
H 5.247 1.467 3.019
H 6.742 0.286 4.797
H 5.897 -1.921 5.783
H 4.041 -3.059 4.598
H 2.747 -1.740 2.789
N 2.714 2.619 1.588
C 1.999 2.464 2.719
C 1.790 3.554 3.534
C 2.330 4.771 3.118
C 2.975 4.899 1.918
C 3.099 3.777 1.110
H 1.526 1.540 2.926
H 1.246 3.407 4.409
H 2.163 5.639 3.767
H 3.252 5.887 1.542
H 3.581 3.807 0.145
N -2.616 0.806 -5.235
C -2.112 1.357 -4.196
C -0.744 1.534 -3.999
C 0.134 1.112 -4.983
C -0.389 0.559 -6.153
C -1.773 0.439 -6.230
H -2.761 1.609 -3.382
H -0.331 1.933 -3.065
H 1.216 1.147 -4.847
H 0.227 0.183 -6.935
H -2.246 0.039 -7.171
N -2.071 2.423 4.980
C -3.007 3.288 5.336
C -4.303 2.912 5.641
C -4.570 1.553 5.708
C -3.595 0.626 5.418
C -2.371 1.141 5.063
H -2.708 4.346 5.099
H -5.009 3.722 5.851
H -5.568 1.197 5.950
H -3.684 -0.463 5.430
H -1.559 0.441 4.742
N -5.615 -2.593 1.521
C -4.958 -2.742 0.393
C -4.574 -1.675 -0.409
C -4.952 -0.389 -0.114
C -5.663 -0.205 1.118
C -5.901 -1.347 1.907
H -4.701 -3.767 0.097
H -3.881 -1.913 -1.220
H -4.596 0.407 -0.803
H -5.955 0.787 1.541
H -6.337 -1.189 2.869
N -3.901 2.749 0.358
C -3.314 3.008 1.517
C -2.002 3.439 1.660
C -1.394 4.030 0.575
C -2.035 3.907 -0.663
C -3.208 3.180 -0.750
H -3.842 2.710 2.343
H -1.540 3.482 2.660
H -0.450 4.615 0.634
H -1.597 4.379 -1.615
H -3.713 3.035 -1.653
N 2.510 -2.488 -4.888
C 2.739 -3.324 -3.871
C 2.025 -4.425 -3.464
C 0.959 -4.765 -4.279
C 0.659 -3.905 -5.339
C 1.417 -2.785 -5.628
H 3.548 -2.950 -3.226
H 2.245 -5.065 -2.595
H 0.346 -5.633 -4.046
H -0.217 -4.159 -5.932
H 1.152 -2.117 -6.380
C 5.069 3.242 -2.527
C 5.132 1.686 -2.446
O 4.219 0.958 -1.441
H 5.458 3.494 -1.504
H 4.117 3.770 -2.705
H 5.907 3.486 -3.192
H 6.106 1.449 -2.072
H 4.971 1.125 -3.361
H 3.337 1.269 -1.607
C -2.683 -6.216 -1.585
C -1.376 -6.978 -1.913
O -0.650 -7.451 -0.763
H -3.058 -5.693 -2.464
H -2.460 -5.538 -0.783
H -3.513 -6.849 -1.287
H -0.681 -6.306 -2.327
H -1.509 -7.819 -2.605
H -1.117 -8.194 -0.298
```

Summary:
- Gap between HOMO and LUMO: 6.9 eV
- Charge: +1
- Multiplicity: 1
- E_LUMO: -3.821 eV
- Strongest force on any atom: 3.03 eV Å⁻¹
- HOMO level: -10.75 eV

Mulliken atomic charge list, values in e, 6 entries: Hg 2.314; N -0.635; S 1.106; O -0.312; O -0.640; F -0.319

***

Which energy belongs to each record? In order, -35649.435; -24559.859; -87033.111; -85328.868; -19157.362; -96680.276 eV.